C69H78N4O8SSr | ωB97M-V/def2-TZVPD

CARTESIAN COORDINATES (ANGSTROEM)
Sr 1.408950 -0.123625 0.201991
C -1.984028 1.125566 0.118421
O -0.544832 1.308839 0.073175
C -0.163523 2.638906 -0.030903
C 0.050501 3.374052 1.127843
C 0.220759 2.714373 2.502833
C -0.813000 1.711339 2.971429
C -1.995326 2.142634 3.560672
C -2.988020 1.262715 3.992639
C -2.728900 -0.099380 3.809596
C -1.560097 -0.573353 3.233441
C -1.357380 -2.058357 2.979014
C -2.050533 -2.448385 1.679926
C -3.429614 -2.658652 1.690137
C -4.155321 -2.877726 0.527159
C -3.458454 -2.849681 -0.681093
C -2.083915 -2.650872 -0.746497
C -1.411818 -2.502891 -2.104841
C -1.573884 -1.079225 -2.616148
C -2.762428 -0.679758 -3.208673
C -3.000785 0.630426 -3.625794
C -1.969205 1.543272 -3.401180
C -0.764303 1.191047 -2.802776
C 0.283951 2.254195 -2.523663
C 0.088965 3.160337 -1.303096
C 0.359080 4.515052 -1.392929
C 0.443717 5.335046 -0.266701
C 0.322225 4.735884 0.981868
C 0.749962 6.825139 -0.445691
C 0.812209 7.566164 0.890510
C -0.344982 7.474756 -1.304654
C 2.110198 6.980474 -1.145375
C -0.518112 -0.152973 -2.397714
O 0.593595 -0.518262 -1.828183
C -4.353561 1.010383 -4.228984
C -5.465188 0.758685 -3.200069
C -4.632620 0.162588 -5.477450
C -4.404735 2.482931 -4.630828
C -1.386061 -2.501677 0.457292
O -0.001357 -2.441958 0.428258
C 0.552693 -3.737183 0.711641
C -5.669751 -3.102487 0.531018
C -6.351384 -1.963049 -0.243097
C -5.995068 -4.439733 -0.144920
C -6.243145 -3.126048 1.946929
C -0.552598 0.323756 2.792301
O 0.536604 -0.103446 2.229129
C -4.315328 1.719559 4.602729
C -4.381822 3.239123 4.744930
C -4.499901 1.098386 5.993567
C -5.477079 1.273790 3.700185
H -2.407423 1.666491 0.959139
H -2.165263 0.059498 0.249010
H -2.432364 1.456817 -0.814238
H 0.322258 3.511357 3.241833
H 1.180656 2.188023 2.467956
H -2.137348 3.217529 3.661074
H -3.475027 -0.831814 4.124420
H -1.778751 -2.635883 3.805227
H -0.286121 -2.244899 2.916140
H -3.930328 -2.632601 2.653550
H -3.996285 -2.968674 -1.620751
H -1.874836 -3.196949 -2.810341
H -0.348269 -2.723208 -2.026247
H -3.543227 -1.432165 -3.341784
H -2.095887 2.589309 -3.677109
H 0.403279 2.894513 -3.401624
H 1.240078 1.750180 -2.351896
H 0.554202 4.926032 -2.381387
H 0.487415 5.311002 1.887866
H -0.124438 7.463817 1.449043
H 0.984472 8.632867 0.705886
H 1.631095 7.195287 1.516997
H -1.319028 7.391346 -0.810005
H -0.423432 6.990172 -2.282615
H -0.125820 8.539611 -1.463768
H 2.884591 6.430698 -0.601271
H 2.396452 8.039804 -1.196678
H 2.079960 6.585092 -2.165482
H -5.508684 -0.297106 -2.917523
H -6.445766 1.049622 -3.600946
H -5.275315 1.336280 -2.290175
H -4.671713 -0.902828 -5.232231
H -3.838895 0.306154 -6.217223
H -5.590665 0.444415 -5.933865
H -4.259314 3.138490 -3.765345
H -5.384330 2.709228 -5.066726
H -3.635854 2.721704 -5.374563
H 0.252293 -4.453241 -0.056589
H 0.206542 -4.099799 1.682021
H 1.627282 -3.635544 0.711674
H -6.018859 -1.936404 -1.285190
H -6.106878 -0.994412 0.206548
H -7.441311 -2.089030 -0.233089
H -5.660092 -4.452738 -1.186619
H -7.077548 -4.619947 -0.131857
H -5.498908 -5.264231 0.377820
H -6.046462 -2.186702 2.475544
H -5.823014 -3.947816 2.536224
H -7.328745 -3.261528 1.897515
H -3.574124 3.615792 5.382100
H -5.337248 3.524064 5.199678
H -4.308674 3.734932 3.770961
H -3.656180 1.359694 6.639779
H -4.551890 0.006627 5.937854
H -5.424787 1.460814 6.461657
H -5.363355 1.703946 2.699786
H -6.443426 1.596200 4.112800
H -5.495171 0.184105 3.591208
O 7.841674 -0.950863 3.734708
C 7.327071 0.164785 3.460603
O 7.744083 1.325120 3.674455
C 5.964845 0.076889 2.762597
C 5.127567 -1.007248 3.005233
C 3.910680 -1.081853 2.354159
N 3.496671 -0.156818 1.481435
C 4.284829 0.905730 1.254553
C 5.519223 1.052857 1.877773
C 3.732853 1.967333 0.276130
O 4.379590 3.014238 0.140711
O 2.634838 1.651585 -0.311184
H 5.452579 -1.777452 3.693327
H 3.220852 -1.910267 2.535326
H 6.122488 1.927806 1.681034
C 6.009078 2.672452 -2.310626
N 5.198283 1.497705 -2.626426
C 4.058629 1.478510 -3.395804
C 3.600428 0.190431 -3.356323
N 4.438592 -0.582731 -2.580453
C 5.373859 0.238719 -2.152094
H 6.087362 3.299346 -3.197307
H 7.005030 2.345010 -2.018736
H 5.559083 3.224796 -1.490058
H 3.680131 2.372145 -3.872755
H 2.709736 -0.229620 -3.807029
H 6.190052 -0.019850 -1.485336
N 3.326689 -2.441300 -0.444963
S 4.586648 -3.209931 0.024916
C 4.134207 -4.886327 0.544320
C 4.188436 -5.148795 1.904023
C 3.673070 -6.346668 2.394776
C 3.105967 -7.264404 1.521627
C 3.069995 -6.996946 0.152406
C 3.580580 -5.804388 -0.337508
C 5.634491 -3.747446 -1.335016
C 5.292617 -3.492396 -2.650396
C 6.104995 -3.990728 -3.667573
C 7.244065 -4.722840 -3.360750
C 7.594007 -4.945283 -2.029177
C 6.790491 -4.455110 -1.012296
H 2.949878 -2.689416 -1.365457
H 4.620959 -4.411360 2.577579
H 3.704819 -6.552506 3.457375
H 2.680506 -8.185354 1.904329
H 2.638984 -7.720033 -0.532252
H 3.540036 -5.583443 -1.402326
H 4.439740 -2.861490 -2.869797
H 5.845139 -3.795946 -4.701861
H 7.870489 -5.110264 -4.156389
H 8.493759 -5.501003 -1.786734
H 7.054458 -4.620069 0.031675

Forces on atoms 1 to 2 (eV/Å):
Sr 0.3 -2.2 -0.2
C 0.4 -0.1 0.0

Computed properties:
molecular weight: 1211.09 u
gap between HOMO and LUMO: 6.209 eV
HOMO: -2.69 eV
total charge: -2
energy relative to the best compared isomer or geometry (same formula, charge and spin): 129.32 kJ/mol



C6CuF6N3O4S4 | ωB97M-V/def2-TZVPD

CARTESIAN COORDINATES (ANGSTROEM)
Cu 4.501384 -2.142095 9.525309
S 4.777945 -3.295861 11.464202
C 4.206001 -4.798544 10.885328
C 3.920115 -5.624344 12.002396
N 3.680025 -6.257604 12.966703
C 3.889144 -5.045760 9.556650
S 4.337621 -3.938763 8.330999
C 3.370896 -6.317595 9.143536
N 2.933653 -7.387304 8.905626
F 2.828174 0.970030 9.970522
C 4.036033 0.698849 10.591527
F 3.725995 -0.416426 11.360792
F 4.420648 1.618613 11.497960
S 5.205386 0.641448 9.124794
O 4.896894 1.874594 8.541460
O 4.706775 -0.597133 8.490200
N 6.689221 0.368504 9.472508
S 7.833597 1.421438 9.945616
O 8.897596 1.223471 8.993653
O 7.340180 2.764325 10.264811
C 8.158714 0.550997 11.504963
F 8.983570 1.331449 12.291393
F 8.768178 -0.599580 11.174872
F 6.987157 0.306661 12.220417

Forces on atoms 1 to 2 (eV/Å):
Cu 0.4 -1.2 1.0
S 0.4 1.0 0.2

Computed properties:
molecular weight: 483.88 u
gap between HOMO and LUMO: 5.637 eV
HOMO: -0.99 eV
total charge: -2



Q: Among the records above, which one has the highest gap between HOMO and LUMO?
A: C69H78N4O8SSr